Entry 1:
Below is C15H17N2SbSe4Ta as an isolated structure, with properties calculated with ωB97M-V/def2-TZVPD.

```
40
Properties=species:S:1:pos:R:3:forces:R:3
Ta -1.3191 1.1077 -0.5780 -0.6 0.8 -0.5
C 0.3064 -0.4764 -2.6460 0.3 -0.4 0.1
C 1.4975 -1.2247 -2.0121 -0.1 0.2 0.0
C 1.3039 -1.8543 -0.6431 -0.1 -0.1 0.0
C 1.6419 -3.1843 -0.4420 0.0 0.0 0.1
C 1.4495 -3.7903 0.7951 0.0 0.0 -0.1
C 0.9244 -3.0722 1.8528 0.0 0.1 0.0
C 0.5800 -1.7281 1.7074 0.1 -0.2 0.2
C 0.0061 -0.9494 2.8629 0.0 0.0 0.1
C -1.4265 -1.3658 3.2084 0.0 0.0 0.0
C 0.7874 -1.1627 0.4614 0.0 0.3 -0.3
N 0.3091 0.1661 0.1929 1.0 1.0 -0.8
C 1.0674 1.2228 -0.0865 -0.3 0.2 0.0
C 0.6420 2.4442 -0.8109 0.6 -0.9 0.5
C 1.3463 3.6504 -0.7369 -0.1 0.0 -0.2
C 0.6620 4.5686 -1.5157 -0.1 0.1 -0.1
C -0.4617 3.9252 -2.0466 0.1 0.0 0.0
N -0.5164 2.6460 -1.6613 0.9 -0.4 1.0
H 0.4983 -0.2829 -3.7014 0.0 0.0 0.0
H 0.2063 0.5282 -2.2112 -0.1 -0.3 -0.5
H -0.6178 -1.0507 -2.5851 0.0 0.1 0.1
H 2.3564 -0.5471 -1.9760 0.0 0.0 0.0
H 1.7806 -2.0224 -2.6974 0.1 0.0 0.0
H 2.0573 -3.7548 -1.2635 0.0 0.0 0.0
H 1.7058 -4.8332 0.9265 0.0 0.0 0.0
H 0.7756 -3.5525 2.8127 0.0 0.0 0.0
H 0.0370 0.1207 2.6563 0.0 0.0 -0.1
H 0.6453 -1.1081 3.7344 0.0 0.0 0.0
H -2.0523 -1.4206 2.3141 0.0 0.1 0.0
H -1.8825 -0.6558 3.8979 0.0 0.0 0.0
H -1.4517 -2.3518 3.6735 0.0 0.0 0.0
H 2.0897 1.2580 0.2832 0.0 0.0 0.0
H 2.2505 3.8085 -0.1698 0.0 0.0 -0.1
H 0.9216 5.6022 -1.6781 0.0 0.0 0.0
H -1.2385 4.3343 -2.6734 0.0 0.0 0.0
Se -1.6546 2.6098 1.6938 0.6 -0.5 -0.7
Sb -3.5140 1.4365 0.5888 -1.1 0.7 1.1
Se -3.2585 0.5444 -2.2630 0.4 -0.3 0.0
Se -2.8325 -1.0361 -0.5697 0.4 -0.4 -0.4
Se -5.6221 1.4505 1.3056 -1.9 0.0 0.6
```
Positions in Å, forces in eV/Å.

Results
calculated total energy = -288279.5428 eV
charge = +1
LUMO level = -4.77 eV

Entry 2:
Below is one molecule with the formula C15H17N3O4S, with properties calculated with ωB97M-V/def2-TZVPD.

```
40
Properties=species:S:1:pos:R:3:forces:R:3
C 2.0473 -0.7441 4.8351 0.2 0.1 0.2
H 1.4155 -1.4107 5.4167 0.0 0.0 0.0
H 1.9596 0.2828 5.1942 0.0 -0.1 0.0
H 3.0927 -1.0519 4.8948 -0.1 0.0 0.0
O 1.5855 -0.8255 3.4925 -0.1 -0.2 -0.2
C 2.3138 -0.1566 2.5814 0.2 0.0 -0.3
O 3.3436 0.3972 2.8398 0.1 0.1 0.1
C 1.7054 -0.2446 1.1974 0.1 0.2 0.2
H 2.3004 0.3922 0.5452 0.0 -0.1 0.1
H 1.8113 -1.2688 0.8357 0.0 0.1 0.0
C 0.2111 0.1549 1.1179 0.5 0.4 0.0
N -0.6392 -0.9532 0.7374 -0.2 0.1 -0.5
C -1.4659 -0.9322 -0.3203 -0.2 -0.4 0.2
S -2.8545 -1.8225 -0.4136 -0.5 -0.2 -0.2
N -1.1596 -0.1167 -1.4034 0.1 0.4 -0.1
C 0.0824 -0.0155 -2.0149 -0.1 -0.1 0.2
O 1.0781 -0.5288 -1.5594 0.1 0.0 -0.1
C 0.0678 0.7670 -3.2754 0.2 0.2 -0.4
C -0.8626 1.7720 -3.5307 0.1 -0.1 0.1
C -0.8047 2.4786 -4.7180 -0.1 0.1 -0.1
C 0.1707 2.1870 -5.6582 0.0 0.0 0.0
C 1.1053 1.1961 -5.4041 0.0 0.0 0.0
C 1.0598 0.4943 -4.2148 -0.1 0.0 0.2
H 1.7827 -0.2759 -3.9926 0.1 -0.1 0.0
H 1.8711 0.9741 -6.1317 0.1 0.0 -0.1
H 0.2057 2.7385 -6.5858 0.0 0.0 -0.1
H -1.5228 3.2617 -4.9100 0.0 0.1 0.0
H -1.6124 2.0283 -2.7961 -0.1 0.0 0.1
H -1.9606 0.0309 -2.0063 0.1 -0.1 0.2
C -0.9179 -1.8511 1.8349 -0.3 -0.3 0.4
C -1.8088 -1.1199 2.8322 -0.1 -0.3 -0.3
N -1.2000 0.1528 3.1468 -0.3 0.1 0.4
C -0.2481 0.7909 2.4441 -0.4 -0.1 -0.2
O 0.2282 1.8424 2.8150 0.4 0.3 -0.1
H -1.4995 0.6219 3.9901 0.1 0.1 -0.1
H -1.9197 -1.7059 3.7477 0.0 0.0 -0.1
H -2.8026 -0.9671 2.3917 0.1 -0.1 0.1
H -1.4166 -2.7441 1.4575 0.1 0.1 0.1
H 0.0302 -2.1163 2.3057 -0.1 0.0 -0.1
H 0.1106 0.9475 0.3718 0.0 -0.1 0.2
```
Positions in Å, forces in eV/Å.

Results
structure (SMILES) = COC(=O)C[C@@H]1C(=O)NCCN1C(=S)NC(=O)c1ccccc1
calculated total energy = -39327.8065 eV
LUMO level = -0.04 eV

Entry 3:
Below is one molecule with the formula C15H17N3O5, with properties calculated with ωB97M-V/def2-TZVPD.

```
40
Properties=species:S:1:pos:R:3:forces:R:3
C 3.2599 -0.2851 0.9527 -0.4 -0.9 1.7
C 2.3624 0.5648 0.1535 -0.9 2.2 -4.4
C 3.7401 -1.4493 0.0355 -0.7 0.8 3.0
C 2.6144 -2.4038 -0.5207 3.2 0.9 1.3
C 0.5764 2.1400 -0.2487 -2.0 -1.7 -0.9
C 1.1633 3.5140 -0.1987 -0.7 0.2 1.0
C -1.0489 2.2029 -0.4891 0.5 -1.0 -1.4
C -1.7710 0.8810 -0.9307 3.9 0.5 -0.9
C -1.0150 -0.2766 -1.3683 0.6 3.7 1.0
C -3.0136 0.4473 -0.4776 -1.2 -2.8 3.1
C -2.8284 -0.9705 -0.3911 -1.2 -2.3 -0.7
C -4.1980 0.8050 0.2941 -0.6 1.1 -1.3
C -3.8583 -1.8912 -0.1205 1.6 0.2 1.3
C -5.1901 -0.1072 0.6641 1.4 1.7 0.2
C -4.9549 -1.4317 0.5437 -0.9 -2.6 -0.9
H 2.0370 -1.5769 1.9568 0.0 -0.2 0.4
H 3.0752 -0.7060 2.9882 -1.2 -0.3 -1.1
H 4.2453 0.2738 1.2264 -2.0 -0.6 -0.2
H 4.4237 -2.0667 0.6862 -0.7 0.4 -1.0
H 4.3420 -0.7445 -0.5006 0.4 -1.0 -2.2
H 2.9659 -4.0849 -1.4090 0.5 0.3 1.1
H 0.6709 0.7675 1.4915 1.4 0.2 -0.8
H 1.0383 1.8446 -1.1734 -0.7 -0.6 -0.9
H -1.3204 2.9712 -1.2445 1.0 -0.1 0.5
H -1.5490 2.5243 0.3992 -0.2 0.2 0.8
H -0.0214 -0.2687 -1.9041 -1.2 -0.1 1.1
H -0.9375 -2.1641 -0.7535 -1.4 -0.2 0.1
H -4.5319 1.8301 0.4311 0.6 0.2 -0.2
H -3.6362 -2.9445 -0.1727 -0.1 -0.2 -0.2
H -6.1320 0.1669 1.0909 -0.1 0.7 0.3
H -5.7072 -2.1516 0.8546 0.0 0.1 0.0
H 2.6805 2.6174 -0.9705 0.4 -2.5 -1.0
N 2.4348 -0.6702 2.1543 2.3 0.4 0.7
N 1.2116 1.0869 0.6641 -0.9 1.4 -0.9
N -1.5855 -1.3761 -0.8478 0.3 0.3 -1.5
O 2.6644 0.8426 -1.1055 0.0 -1.1 4.3
O 1.4189 -2.2820 -0.5398 1.2 -0.5 -0.5
O 3.4296 -3.5065 -0.7410 -2.7 -0.6 -2.1
O 0.4174 4.4504 0.0668 3.2 -0.8 -0.8
O 2.5274 3.4273 -0.5457 -2.5 4.7 2.0
```
Positions in Å, forces in eV/Å.

Results
structure (SMILES) = N[C@@H](CC(=O)O)C(=O)N[C@@H](Cc1c[nH]c2ccccc12)C(=O)O
calculated total energy = -30535.7358 eV
LUMO level = 0.10 eV

Entry 4:
Below is one molecule with the formula C15H17N3O5S, with properties calculated with ωB97M-V/def2-TZVPD.

```
41
Properties=species:S:1:pos:R:3:forces:R:3
O 2.1749 -1.7880 5.5725 -0.6 -0.6 -1.2
O 0.2398 -1.8899 0.1105 -1.1 0.9 0.2
O -0.8709 4.7434 1.7567 0.3 0.0 0.0
O 0.6283 5.3262 0.3069 0.0 0.0 0.1
N 0.8191 -2.7136 3.9804 -1.2 -0.4 -2.3
O -1.2426 -0.1925 0.4760 0.4 -0.5 1.0
S 0.3047 2.1804 2.5366 0.9 -0.4 -1.2
C 1.6481 -1.7135 4.4620 1.3 1.5 2.9
C -0.3458 -1.1023 0.8441 1.4 -1.1 -0.9
C 0.1015 -2.4993 2.9059 0.7 0.1 2.0
C 1.8956 2.8818 0.5662 -1.3 -0.6 0.8
C 2.2394 1.5049 0.8872 -0.9 1.0 0.4
C 0.8096 3.3380 1.3176 2.5 -3.0 0.0
C 1.4725 0.9729 1.9136 -0.4 1.3 -0.6
N 1.8249 -0.5209 3.7908 -0.4 -0.4 -0.4
N 0.1614 4.5519 1.1229 -1.2 1.4 0.0
C -0.7963 -3.6183 2.4284 -0.8 0.9 0.8
C 0.0770 -1.0989 2.3030 -0.9 -0.1 -0.6
C 1.4563 -0.4635 2.4041 0.4 1.2 0.1
C -0.9544 1.8330 -1.9886 0.4 0.0 -0.2
C -2.3142 2.0772 -1.3385 -0.6 1.0 -0.7
C -0.7652 0.3304 -1.8823 0.9 -1.0 -0.5
C -2.9048 0.7481 -0.8570 0.0 0.9 0.1
C -1.7607 -0.2093 -0.8664 0.3 -1.2 -0.6
H 2.3137 3.4724 -0.2460 0.0 -0.2 0.3
H 2.9881 0.9791 0.3016 -0.1 -0.1 0.3
H 2.5401 0.1030 4.1498 -0.2 -0.4 0.0
H -1.0101 -4.2668 3.2995 0.2 0.2 -0.6
H -1.7600 -3.2512 1.9908 0.8 -0.2 0.4
H -0.2722 -4.1365 1.6546 0.3 -0.6 -0.5
H -0.6416 -0.5221 2.8932 0.1 0.1 0.1
H 2.1864 -1.0002 1.8007 -0.1 -0.2 -0.4
H -0.1895 2.4032 -1.4328 -0.1 -0.4 -0.4
H -0.8907 2.0837 -3.0698 -0.2 0.3 0.8
H -2.2238 2.7988 -0.5359 0.0 0.1 0.2
H -2.9461 2.5342 -2.0988 -0.4 0.1 0.2
H -1.0023 -0.1685 -2.8526 0.3 0.4 0.6
H 0.2773 0.0791 -1.6223 -0.5 -0.2 -0.2
H -3.2963 0.8384 0.1584 -0.3 -0.1 -0.2
H -3.6740 0.4292 -1.5427 -0.3 -0.2 -0.1
H -2.0820 -1.2364 -1.1360 0.4 0.4 0.5
```
Positions in Å, forces in eV/Å.

Results
structure (SMILES) = CC1=NC(=O)N[C@H](c2ccc([N+](=O)[O-])s2)[C@H]1C(=O)OC1CCCC1
calculated total energy = -41371.0315 eV
LUMO level = -1.33 eV

Entry 5:
Below is one molecule with the formula C15H17N3OS, with properties calculated with ωB97M-V/def2-TZVPD.

```
37
Properties=species:S:1:pos:R:3:forces:R:3
C 2.1530 5.5680 -0.8001 0.0 0.0 -0.1
C 1.5132 4.2201 -0.9242 -0.1 0.0 0.0
C 0.1313 4.0768 -0.8942 0.2 0.1 0.0
C -0.4556 2.8343 -1.0295 0.1 -0.4 -0.1
C 0.3288 1.6935 -1.1995 0.4 0.7 0.2
C 1.7183 1.8367 -1.2286 -0.1 0.0 0.0
C 2.2958 3.0805 -1.0941 -0.1 0.0 0.0
H 3.3719 3.1780 -1.1203 0.1 0.0 0.0
H 2.3269 0.9560 -1.3635 0.1 -0.1 0.0
C -0.3000 0.3972 -1.3291 -0.5 -1.0 0.0
N 0.4021 -0.6620 -1.4117 1.1 1.5 0.7
N -0.0662 -1.8555 -1.6620 -1.1 -1.4 -1.0
C -0.2036 -2.8738 -0.9391 0.0 0.3 0.1
N -0.0848 -3.0065 0.4462 0.2 0.4 -0.1
C -0.2848 -4.2396 0.9826 -0.1 -0.6 0.0
O -0.1893 -4.5012 2.1580 0.0 0.0 0.1
C -0.6347 -5.2626 -0.0798 -0.1 -0.2 -0.3
H -1.6210 -5.6860 0.1150 0.1 0.1 0.1
H 0.0968 -6.0715 -0.0761 0.0 0.1 0.1
S -0.6238 -4.4179 -1.6829 0.0 0.0 0.0
C 0.2795 -1.8831 1.2887 0.2 0.3 0.3
C -0.8987 -1.0065 1.6817 0.2 -0.1 0.0
C -2.2553 -1.1649 1.0624 -0.1 0.1 -0.1
C -2.0276 -1.5843 2.4817 0.0 0.0 0.1
H -2.4576 -0.9882 3.2716 0.0 0.1 0.0
H -1.9921 -2.6396 2.7043 0.1 -0.1 -0.1
H -2.8335 -0.2716 0.8790 0.0 0.1 0.0
H -2.4086 -1.9315 0.3175 0.1 -0.1 0.0
H -0.5871 0.0032 1.9197 -0.1 0.0 0.0
H 1.0281 -1.2864 0.7612 -0.1 -0.2 0.1
H 0.7334 -2.3106 2.1891 0.0 0.1 -0.2
H -1.3921 0.3714 -1.3234 0.0 -0.1 -0.2
H -1.5323 2.7415 -1.0037 -0.1 0.0 0.0
H -0.4916 4.9504 -0.7633 0.0 0.1 0.0
H 2.4445 5.9331 -1.7855 0.0 0.1 0.0
H 3.0503 5.5147 -0.1868 0.1 0.1 0.0
H 1.4665 6.2877 -0.3611 0.0 0.1 0.0
```
Positions in Å, forces in eV/Å.

Results
structure (SMILES) = Cc1ccc(/C=N/N=C2/SCC(=O)N2CC2CC2)cc1
calculated total energy = -33182.5509 eV
LUMO level = 0.53 eV

What are the F_max values for these records? In order: 1.967, 0.607, 5.647, 3.854, 2.055 eV/Å.